# 1
{
  "formula": "C90H211N13O22",
  "method": "the ωB97M-V functional and the def2-TZVPD basis",
  "species": ["C", "C", "C", "C", "C", "C", "N", "O", "C", "C", "C", "H", "H", "H", "H", "H", "H", "H", "H", "H", "H", "H", "H", "H", "H", "H", "H", "H", "H", "H", "C", "C", "C", "C", "C", "C", "N", "O", "C", "C", "C", "H", "H", "H", "H", "H", "H", "H", "H", "H", "H", "H", "H", "H", "H", "H", "H", "H", "H", "H", "C", "C", "C", "C", "C", "C", "N", "O", "C", "C", "C", "H", "H", "H", "H", "H", "H", "H", "H", "H", "H", "H", "H", "H", "H", "H", "H", "H", "H", "H", "C", "C", "C", "C", "C", "C", "N", "O", "C", "C", "C", "H", "H", "H", "H", "H", "H", "H", "H", "H", "H", "H", "H", "H", "H", "H", "H", "H", "H", "H", "C", "O", "C", "C", "N", "C", "C", "O", "C", "H", "H", "H", "H", "H", "H", "H", "H", "H", "H", "H", "H", "H", "H", "H", "C", "O", "C", "C", "N", "C", "C", "O", "C", "H", "H", "H", "H", "H", "H", "H", "H", "H", "H", "H", "H", "H", "H", "H", "C", "O", "C", "C", "N", "C", "C", "O", "C", "H", "H", "H", "H", "H", "H", "H", "H", "H", "H", "H", "H", "H", "H", "H", "C", "O", "C", "C", "N", "C", "C", "O", "C", "H", "H", "H", "H", "H", "H", "H", "H", "H", "H", "H", "H", "H", "H", "H", "C", "O", "C", "C", "N", "C", "C", "O", "C", "H", "H", "H", "H", "H", "H", "H", "H", "H", "H", "H", "H", "H", "H", "H", "C", "O", "C", "C", "N", "C", "C", "O", "C", "H", "H", "H", "H", "H", "H", "H", "H", "H", "H", "H", "H", "H", "H", "H", "C", "O", "C", "C", "N", "C", "C", "O", "C", "H", "H", "H", "H", "H", "H", "H", "H", "H", "H", "H", "H", "H", "H", "H", "C", "O", "C", "C", "N", "C", "C", "O", "C", "H", "H", "H", "H", "H", "H", "H", "H", "H", "H", "H", "H", "H", "H", "H", "C", "O", "C", "C", "N", "C", "C", "O", "C", "H", "H", "H", "H", "H", "H", "H", "H", "H", "H", "H", "H", "H", "H", "H"],
  "coordinates": [[-3.804, 2.343, -0.455], [-4.400, 2.127, -1.903], [-3.855, 0.794, -2.572], [-4.393, -0.481, -1.824], [-5.912, -0.468, -1.668], [-6.568, 0.914, -1.207], [-5.872, 2.028, -1.872], [-6.451, 3.204, -1.436], [-7.970, 0.921, -1.831], [-6.672, 0.898, 0.342], [-4.030, 3.339, -2.855], [-2.863, 2.892, -0.429], [-3.613, 1.378, 0.014], [-4.484, 2.930, 0.163], [-4.071, 0.796, -3.641], [-2.766, 0.755, -2.585], [-3.919, -0.616, -0.852], [-4.136, -1.412, -2.330], [-6.185, -1.181, -0.891], [-6.398, -0.906, -2.540], [-7.948, 0.983, -2.919], [-8.644, 0.114, -1.544], [-8.454, 1.860, -1.561], [-5.717, 0.660, 0.811], [-7.026, 1.866, 0.697], [-7.366, 0.120, 0.657], [-2.957, 3.524, -2.805], [-4.502, 4.230, -2.441], [-4.356, 3.160, -3.880], [-6.378, 3.723, -2.241], [4.011, 3.604, -3.101], [4.599, 4.777, -2.294], [5.612, 5.706, -3.134], [4.948, 6.760, -3.959], [4.108, 7.700, -3.112], [3.048, 6.883, -2.253], [3.657, 5.698, -1.582], [2.811, 5.056, -0.718], [2.468, 7.854, -1.239], [1.917, 6.471, -3.214], [5.462, 4.090, -1.222], [3.214, 3.158, -2.507], [4.764, 2.832, -3.258], [3.693, 3.903, -4.100], [6.238, 6.181, -2.378], [6.322, 5.180, -3.772], [4.354, 6.317, -4.758], [5.637, 7.470, -4.416], [3.583, 8.425, -3.734], [4.781, 8.286, -2.486], [2.075, 8.759, -1.702], [1.769, 7.423, -0.522], [3.254, 8.165, -0.551], [2.228, 5.875, -4.072], [1.254, 5.786, -2.685], [1.206, 7.230, -3.539], [4.862, 3.381, -0.651], [5.749, 4.806, -0.452], [6.390, 3.626, -1.557], [3.095, 5.281, 0.171], [-2.879, -0.184, 6.880], [-3.944, -0.363, 5.802], [-4.028, 0.879, 4.880], [-2.946, 1.116, 3.800], [-2.953, -0.211, 2.966], [-2.786, -1.544, 3.861], [-3.732, -1.578, 5.008], [-3.618, -2.781, 5.812], [-3.215, -2.659, 2.880], [-1.285, -1.684, 4.219], [-5.296, -0.546, 6.489], [-2.800, -1.100, 7.465], [-3.184, 0.594, 7.580], [-1.918, 0.152, 6.490], [-5.057, 1.063, 4.572], [-3.786, 1.798, 5.414], [-1.964, 1.293, 4.237], [-3.186, 2.024, 3.246], [-2.101, -0.063, 2.303], [-3.775, -0.169, 2.251], [-2.674, -2.530, 1.943], [-2.977, -3.706, 3.063], [-4.260, -2.634, 2.572], [-0.925, -0.727, 4.595], [-1.062, -2.604, 4.761], [-0.694, -1.655, 3.303], [-5.327, -1.345, 7.229], [-6.012, -0.829, 5.717], [-5.630, 0.402, 6.912], [-4.344, -3.309, 5.472], [6.082, -1.113, -3.268], [4.888, -2.032, -2.917], [3.650, -1.171, -2.541], [2.868, -0.604, -3.734], [2.350, -1.792, -4.576], [3.560, -2.710, -5.096], [4.511, -3.039, -3.939], [5.675, -3.765, -4.347], [2.873, -3.977, -5.701], [4.219, -1.974, -6.245], [5.306, -2.676, -1.568], [7.034, -1.637, -3.180], [6.036, -0.224, -2.638], [6.102, -0.782, -4.307], [2.959, -1.644, -1.843], [4.035, -0.390, -1.886], [3.611, -0.064, -4.321], [2.026, -0.003, -3.389], [1.783, -1.338, -5.388], [1.601, -2.333, -3.997], [2.604, -4.725, -4.955], [1.946, -3.789, -6.243], [3.505, -4.429, -6.466], [4.598, -1.018, -5.881], [5.020, -2.455, -6.806], [3.386, -1.835, -6.934], [4.547, -3.360, -1.188], [5.625, -1.909, -0.862], [6.207, -3.234, -1.823], [5.705, -4.428, -3.653], [2.133, 4.547, 5.618], [1.466, 5.419, 4.691], [2.270, 6.568, 4.347], [2.552, 6.410, 2.804], [3.107, 5.087, 2.491], [4.502, 5.076, 2.962], [4.992, 3.603, 2.893], [4.425, 2.699, 3.817], [4.638, 1.349, 3.625], [3.092, 4.271, 5.180], [1.537, 3.652, 5.795], [2.270, 4.983, 6.608], [3.103, 6.794, 5.012], [1.625, 7.445, 4.391], [3.297, 7.147, 2.503], [1.678, 6.486, 2.157], [2.600, 4.442, 3.080], [4.675, 5.332, 4.007], [5.056, 5.656, 2.224], [6.077, 3.592, 2.991], [4.833, 3.284, 1.862], [4.667, 1.138, 2.556], [3.796, 0.749, 3.971], [5.532, 0.955, 4.109], [3.429, -4.104, 1.095], [4.591, -3.596, 1.668], [4.439, -2.704, 2.817], [5.824, -2.325, 3.241], [6.358, -1.306, 2.364], [7.785, -1.049, 2.621], [8.405, 0.122, 1.797], [8.598, -0.444, 0.459], [8.727, 0.457, -0.549], [2.914, -4.687, 1.859], [3.652, -4.846, 0.328], [2.851, -3.284, 0.670], [3.890, -3.119, 3.662], [3.949, -1.764, 2.564], [6.375, -3.262, 3.319], [5.776, -1.912, 4.248], [6.405, -1.699, 1.434], [8.300, -1.993, 2.440], [7.818, -0.904, 3.700], [9.348, 0.447, 2.238], [7.740, 0.984, 1.763], [9.608, 1.065, -0.340], [7.857, 1.090, -0.719], [8.895, -0.073, -1.486], [-0.670, 5.782, 0.533], [-1.311, 6.294, 1.650], [-1.215, 5.248, 2.634], [-1.873, 5.720, 3.994], [-1.508, 4.797, 5.093], [-1.834, 5.390, 6.365], [-1.932, 4.327, 7.456], [-0.583, 4.150, 7.888], [-0.368, 3.038, 8.700], [-0.850, 6.509, -0.259], [-1.083, 4.806, 0.278], [0.397, 5.612, 0.673], [-0.229, 4.909, 2.950], [-1.760, 4.341, 2.369], [-2.929, 5.791, 3.736], [-1.581, 6.735, 4.262], [-0.501, 4.738, 5.133], [-2.755, 5.973, 6.363], [-1.051, 6.112, 6.598], [-2.249, 3.422, 6.937], [-2.662, 4.582, 8.224], [0.710, 2.906, 8.782], [-0.758, 2.091, 8.326], [-0.735, 3.101, 9.725], [-3.642, 0.387, -10.214], [-3.071, 0.754, -8.986], [-3.538, -0.125, -7.908], [-2.882, 0.417, -6.671], [-1.400, 0.504, -6.618], [-1.044, 1.329, -5.517], [0.481, 1.760, -5.701], [0.660, 2.916, -6.597], [0.368, 4.127, -5.977], [-3.424, 1.083, -11.023], [-4.706, 0.611, -10.126], [-3.448, -0.645, -10.510], [-3.310, -1.168, -8.126], [-4.609, 0.031, -7.775], [-3.223, -0.091, -5.769], [-3.252, 1.441, -6.609], [-1.073, 0.917, -7.480], [-1.388, 0.843, -4.603], [-1.633, 2.236, -5.384], [1.049, 0.938, -6.137], [0.950, 2.024, -4.753], [-0.601, 4.327, -5.521], [0.437, 4.874, -6.768], [1.118, 4.471, -5.264], [-5.294, -2.490, -5.045], [-6.572, -2.619, -4.496], [-6.696, -3.633, -3.502], [-8.084, -4.265, -3.473], [-9.165, -3.561, -2.761], [-9.522, -2.342, -3.469], [-10.843, -1.563, -2.967], [-12.008, -2.333, -3.184], [-13.225, -1.576, -3.054], [-5.157, -1.604, -5.665], [-5.036, -3.354, -5.656], [-4.537, -2.492, -4.260], [-6.392, -3.177, -2.560], [-5.934, -4.407, -3.594], [-8.145, -5.220, -2.952], [-8.490, -4.579, -4.435], [-10.045, -4.045, -2.868], [-9.550, -2.494, -4.548], [-8.674, -1.707, -3.213], [-10.857, -0.711, -3.647], [-10.761, -1.201, -1.942], [-13.259, -1.146, -2.052], [-13.989, -2.330, -3.245], [-13.273, -0.818, -3.836], [0.890, 1.747, 3.161], [0.190, 2.024, 1.943], [0.962, 2.401, 0.815], [2.067, 1.371, 0.492], [1.649, 0.195, -0.234], [0.663, -0.632, 0.525], [0.046, -1.652, -0.474], [-0.762, -0.991, -1.389], [-1.218, -1.874, -2.403], [0.137, 1.600, 3.935], [1.591, 2.558, 3.359], [1.425, 0.805, 3.044], [1.457, 3.352, 1.013], [0.298, 2.637, -0.016], [2.704, 1.132, 1.344], [2.808, 1.862, -0.140], [1.232, 0.363, -1.138], [-0.160, -0.076, 0.975], [0.981, -1.239, 1.373], [-0.469, -2.387, 0.146], [0.920, -2.210, -0.810], [-0.372, -2.333, -2.915], [-1.785, -1.336, -3.162], [-1.770, -2.732, -2.018], [0.472, -2.463, 7.428], [1.561, -1.549, 7.546], [1.384, -0.315, 6.759], [2.562, 0.616, 7.205], [3.798, 0.058, 6.781], [4.969, 0.760, 7.350], [6.264, -0.057, 7.192], [6.145, -1.284, 7.842], [7.243, -2.130, 7.761], [0.530, -2.828, 6.402], [-0.453, -1.896, 7.530], [0.606, -3.222, 8.199], [0.469, 0.243, 6.963], [1.387, -0.564, 5.698], [2.445, 0.721, 8.283], [2.381, 1.582, 6.732], [3.850, -0.919, 7.032], [4.829, 0.940, 8.416], [5.025, 1.713, 6.823], [7.133, 0.391, 7.674], [6.467, -0.311, 6.151], [8.164, -1.606, 8.014], [7.533, -2.399, 6.745], [7.126, -3.038, 8.353], [-1.236, -3.174, -6.181], [-2.081, -3.929, -5.296], [-2.560, -5.107, -5.845], [-3.309, -5.893, -4.762], [-2.282, -6.216, -3.777], [-2.711, -7.012, -2.667], [-3.610, -6.365, -1.545], [-3.288, -5.007, -1.311], [-4.182, -4.407, -0.427], [-0.863, -2.317, -5.620], [-1.824, -2.879, -7.050], [-0.529, -3.935, -6.510], [-1.769, -5.758, -6.215], [-3.225, -4.869, -6.675], [-3.715, -6.776, -5.256], [-4.145, -5.377, -4.290], [-1.856, -5.380, -3.403], [-1.827, -7.518, -2.278], [-3.329, -7.815, -3.067], [-3.575, -7.003, -0.663], [-4.606, -6.374, -1.988], [-5.207, -4.338, -0.791], [-3.995, -3.384, -0.098], [-4.083, -4.919, 0.530], [0.739, -5.939, 3.796], [0.181, -6.339, 2.572], [-0.445, -5.331, 1.857], [-0.505, -5.746, 0.359], [0.882, -5.580, -0.125], [0.928, -5.895, -1.608], [2.364, -6.080, -2.004], [2.873, -7.111, -1.188], [4.253, -7.235, -1.343], [-0.026, -5.741, 4.547], [1.342, -5.033, 3.738], [1.285, -6.776, 4.233], [-0.211, -4.271, 1.963], [-1.486, -5.275, 2.176], [-1.112, -4.949, -0.069], [-0.851, -6.762, 0.168], [1.492, -6.174, 0.417], [0.407, -5.124, -2.176], [0.385, -6.792, -1.910], [2.886, -5.135, -1.854], [2.349, -6.428, -3.037], [4.722, -7.886, -0.605], [4.744, -6.276, -1.176], [4.453, -7.673, -2.321]],
  "lowdin_charge": [0.00, -0.43, -0.09, -0.16, -0.12, -0.46, -0.14, -0.02, -0.05, -0.02, -0.02, 0.06, 0.06, 0.08, 0.10, 0.09, 0.10, 0.08, 0.11, 0.09, 0.09, 0.07, 0.08, 0.06, 0.08, 0.08, 0.08, 0.07, 0.08, 0.10, -0.03, -0.44, -0.12, -0.21, -0.13, -0.47, -0.11, -0.03, -0.04, -0.04, -0.06, 0.07, 0.08, 0.07, 0.11, 0.12, 0.11, 0.11, 0.12, 0.11, 0.09, 0.06, 0.08, 0.05, 0.08, 0.09, 0.06, 0.08, 0.08, 0.07, -0.04, -0.52, -0.12, -0.15, -0.10, -0.43, -0.09, -0.01, -0.06, -0.01, -0.04, 0.08, 0.08, 0.06, 0.12, 0.10, 0.08, 0.11, 0.09, 0.10, 0.06, 0.06, 0.08, 0.06, 0.07, 0.07, 0.08, 0.08, 0.09, 0.10, -0.03, -0.48, -0.15, -0.16, -0.12, -0.43, -0.07, -0.01, -0.03, -0.05, -0.02, 0.08, 0.08, 0.07, 0.09, 0.10, 0.10, 0.09, 0.10, 0.10, 0.07, 0.06, 0.08, 0.06, 0.09, 0.09, 0.06, 0.08, 0.08, 0.08, -0.08, -0.24, -0.15, -0.17, -0.05, -0.18, -0.21, -0.20, -0.13, 0.07, 0.08, 0.10, 0.12, 0.12, 0.12, 0.09, 0.06, 0.11, 0.12, 0.12, 0.10, 0.07, 0.07, 0.08, -0.12, -0.19, -0.18, -0.24, -0.05, -0.19, -0.14, -0.20, -0.16, 0.08, 0.06, 0.09, 0.12, 0.11, 0.12, 0.11, 0.09, 0.12, 0.10, 0.11, 0.11, 0.09, 0.08, 0.09, -0.14, -0.15, -0.20, -0.17, -0.04, -0.23, -0.19, -0.19, -0.13, 0.10, 0.07, 0.06, 0.10, 0.11, 0.11, 0.11, 0.07, 0.12, 0.12, 0.10, 0.12, 0.08, 0.07, 0.09, -0.13, -0.19, -0.19, -0.21, -0.05, -0.21, -0.13, -0.18, -0.15, 0.09, 0.08, 0.09, 0.11, 0.12, 0.10, 0.12, 0.11, 0.10, 0.10, 0.11, 0.10, 0.08, 0.09, 0.06, -0.10, -0.19, -0.19, -0.19, -0.07, -0.19, -0.20, -0.22, -0.09, 0.08, 0.08, 0.08, 0.10, 0.10, 0.11, 0.12, 0.10, 0.12, 0.09, 0.11, 0.11, 0.09, 0.09, 0.08, -0.07, -0.22, -0.18, -0.19, -0.02, -0.17, -0.25, -0.16, -0.09, 0.07, 0.08, 0.07, 0.09, 0.13, 0.10, 0.10, 0.09, 0.09, 0.10, 0.11, 0.11, 0.07, 0.07, 0.08, -0.08, -0.21, -0.16, -0.22, -0.05, -0.17, -0.22, -0.19, -0.12, 0.07, 0.07, 0.09, 0.09, 0.11, 0.12, 0.10, 0.10, 0.11, 0.11, 0.12, 0.10, 0.08, 0.08, 0.10, -0.05, -0.22, -0.26, -0.18, -0.06, -0.20, -0.19, -0.21, -0.12, 0.08, 0.08, 0.08, 0.12, 0.11, 0.12, 0.09, 0.09, 0.09, 0.11, 0.12, 0.11, 0.08, 0.07, 0.09, -0.11, -0.16, -0.25, -0.17, -0.03, -0.17, -0.24, -0.19, -0.12, 0.08, 0.07, 0.09, 0.11, 0.10, 0.10, 0.12, 0.09, 0.11, 0.10, 0.11, 0.12, 0.09, 0.08, 0.09],
  "charge": 0,
  "e_lumo_ev": 0.602,
  "total_energy_ev": -161146.90357,
  "homo_energy_ev": -8.09,
  "orbital_gap_ha": 0.3193
}

***

# 2
{
  "formula": "C5H13NO2",
  "method": "the ωB97M-V functional and the def2-TZVPD basis",
  "species": ["N", "C", "C", "C", "C", "C", "H", "H", "H", "H", "H", "H", "H", "H", "H", "H", "H", "O", "H", "H", "O"],
  "coordinates": [[0.596, 1.677, -0.118], [-0.791, 1.106, -0.241], [-1.560, -3.631, -0.635], [-0.865, -2.571, -0.924], [-1.089, -1.380, -0.188], [-1.009, -0.211, -0.868], [1.126, 1.108, 0.545], [1.129, 1.661, -0.935], [-1.396, 1.854, -0.858], [-1.312, 1.192, 0.695], [-1.539, -4.551, -1.265], [-2.126, -3.638, 0.292], [-0.337, -2.489, -1.945], [-1.148, -1.403, 0.896], [-1.212, -0.246, -1.901], [3.199, -1.298, 0.629], [1.848, -1.830, 1.273], [2.459, -1.059, 1.279], [0.914, 4.673, 1.110], [1.961, 5.427, 1.841], [1.152, 5.610, 1.317]],
  "lowdin_charge": [0.02, -0.28, -0.01, -0.24, -0.14, -0.11, 0.05, 0.03, 0.12, 0.10, 0.07, 0.07, 0.14, 0.12, 0.09, 0.08, 0.04, -0.10, 0.03, 0.04, -0.09],
  "charge": 0,
  "e_lumo_ev": 0.620,
  "total_energy_ev": -10978.65222,
  "homo_energy_ev": -8.76,
  "smiles": "C=C/C=C/CN.O.O",
  "orbital_gap_ha": 0.3448
}